No. 1
C27H44O27 | ωB97M-V/def2-TZVPD

CARTESIAN COORDINATES (ANGSTROEM)
1 O 2.609 -4.029 0.603
2 O -0.398 1.282 0.155
3 O 3.960 -2.923 2.044
4 O -2.710 0.852 -1.603
5 O 1.255 2.231 1.456
6 O -3.455 2.380 -0.043
7 O 2.083 -1.651 -2.103
8 O -1.232 -3.531 1.646
9 O 4.509 -5.144 1.252
10 O 3.153 -0.094 -0.886
11 O -1.934 -0.169 -4.859
12 O 1.015 -2.012 2.527
13 O -0.818 -0.991 1.687
14 O 3.925 -2.101 -0.757
15 O -2.583 3.107 -1.895
16 O -1.325 -3.483 -0.422
17 O 0.833 1.312 3.202
18 O 0.036 -0.598 -4.117
19 O 0.021 2.653 4.859
20 O 1.887 4.079 -2.250
21 O 0.520 -4.447 0.399
22 O 1.253 0.042 0.654
23 O -0.029 5.281 -2.885
24 O -1.175 2.030 3.011
25 O 0.258 4.494 -0.798
26 O -1.766 -1.776 -3.250
27 O -0.484 -1.150 3.865
28 C 1.124 3.554 -0.226
29 C -2.229 3.055 3.185
30 C -2.544 -3.110 1.473
31 C 4.074 -3.425 -1.292
32 C -1.231 -0.920 -4.006
33 C -0.568 -3.891 0.532
34 C 0.742 1.217 0.897
35 C -0.061 2.058 3.799
36 C -4.069 1.360 0.637
37 C 2.460 3.692 -1.048
38 C 0.021 -1.409 2.660
39 C 2.135 1.454 3.625
40 C 2.798 -2.162 2.014
41 C -3.334 -0.242 -4.931
42 C 2.448 0.966 -1.448
43 C -2.411 -2.753 0.069
44 C -1.983 3.114 -3.213
45 C -0.509 0.183 -0.701
46 C 1.087 -1.350 -3.413
47 C 0.401 -0.835 0.016
48 C -1.861 -0.174 2.287
49 C 1.974 -2.746 0.859
50 C -2.826 2.009 -1.216
51 C 0.612 4.674 -2.033
52 C -1.782 -0.554 3.748
53 C 2.966 -1.267 -1.328
54 C 3.813 -4.134 1.322
55 H 5.066 -3.768 -0.996
56 H 2.332 -2.267 2.994
57 H -0.974 2.731 -3.372
58 H -3.817 -1.133 -5.332
59 H -2.065 4.096 -3.680
60 H -2.776 -2.205 2.034
61 H 1.973 -0.728 -3.283
62 H -1.811 0.367 4.331
63 H -1.770 4.043 3.137
64 H -1.572 -0.024 -0.831
65 H 2.654 2.165 2.982
66 H 2.390 1.747 4.643
67 H 1.411 0.641 -1.531
68 H -3.376 0.540 0.828
69 H -2.951 2.827 3.969
70 H -0.204 -1.504 0.627
71 H -2.669 -1.083 4.095
72 H 3.107 -1.135 1.817
73 H -2.744 3.038 2.225
74 H -2.092 -1.715 -0.032
75 H -1.768 0.887 2.054
76 H 1.423 -2.288 -3.856
77 H -3.691 0.612 -5.506
78 H 2.967 2.728 -1.066
79 H 0.776 2.531 -0.086
80 H -4.470 1.642 1.611
81 H -2.826 -0.473 1.879
82 H -2.562 2.427 -3.829
83 H 2.622 0.564 3.225
84 H 1.317 3.904 0.789
85 H -3.650 0.063 -3.933
86 H 0.852 -1.455 -2.354
87 H 2.103 -2.165 -0.053
88 H 0.875 -1.441 -0.756
89 H -3.308 -3.886 1.512
90 H 3.233 -3.973 -0.867
91 H 2.839 1.150 -2.449
92 H 4.178 -3.534 -2.372
93 H 0.936 -2.933 1.137
94 H 3.100 4.408 -0.531
95 H -0.096 0.535 -1.646
96 H -3.343 -2.809 -0.493
97 H -4.919 1.011 0.052
98 H 2.641 1.855 -0.847

energy above the lowest of the compared OMol25 structures with the same formula, charge and spin: 2584.16 kJ/mol
HOMO-LUMO gap: 0.3132 hartree
spin multiplicity: 1
HOMO energy: -8.778 eV
total charge: 0

No. 2
C27H45Cl3F2NO3 | ωB97M-V/def2-TZVPD

CARTESIAN COORDINATES (ANGSTROEM)
1 Cl -5.058 4.418 -3.692
2 Cl -3.308 3.416 -1.607
3 Cl -2.714 2.851 -4.390
4 F -1.363 1.333 3.359
5 F 1.895 4.878 -1.207
6 O 7.412 -0.135 -0.850
7 O 2.097 0.425 -1.306
8 O 2.426 1.745 0.456
9 N -1.845 -0.262 1.835
10 C -3.194 -0.737 -2.659
11 C 7.260 1.225 -0.513
12 C 2.819 2.941 -0.254
13 C 2.714 -2.061 0.529
14 C -0.393 -0.615 -0.040
15 C 3.847 -2.986 0.942
16 C 7.047 -1.042 0.173
17 C 5.565 -1.319 0.145
18 C 0.086 1.096 1.574
19 C 0.765 -2.675 -1.045
20 C 1.676 3.537 -1.010
21 C -2.386 -2.105 0.295
22 C -4.372 0.023 2.481
23 C -4.398 2.285 1.373
24 C -1.535 -0.954 0.706
25 C 1.404 -2.848 0.326
26 C -3.401 4.028 -3.269
27 C -1.047 0.732 2.244
28 C 1.705 0.856 -0.270
29 C 0.422 0.430 0.417
30 C -3.770 -0.503 -1.252
31 C 5.110 -2.222 1.295
32 C -0.049 -1.371 -1.284
33 C -4.534 1.532 2.680
34 C -3.739 -1.759 -0.386
35 C -2.999 -0.602 2.723
36 C -5.254 -0.099 -1.427
37 H 7.621 -1.944 0.001
38 H 6.578 1.716 -1.200
39 H 1.563 -2.681 -1.775
40 H -3.976 -2.594 -1.033
41 H 5.319 -1.790 -0.799
42 H 0.711 1.876 1.957
43 H -2.808 4.932 -3.321
44 H 1.516 3.072 -1.975
45 H 0.142 -3.535 -1.266
46 H 8.221 1.719 -0.603
47 H -3.401 2.242 0.945
48 H 0.772 3.428 -0.422
49 H 7.358 -0.656 1.143
50 H 4.036 -3.703 0.151
51 H 3.174 3.648 0.479
52 H -4.598 3.331 1.575
53 H -2.699 -0.324 3.720
54 H -3.897 -0.392 -3.404
55 H 0.706 -2.680 1.142
56 H -5.128 1.959 0.644
57 H -4.753 -0.175 1.490
58 H -5.564 1.677 2.977
59 H -3.913 1.918 3.476
60 H -0.974 -1.665 -1.749
61 H 4.876 -1.584 2.143
62 H 2.602 -1.260 1.254
63 H 2.980 -1.679 -0.446
64 H -2.291 -0.165 -2.819
65 H -4.522 -1.754 0.357
66 H -3.013 -1.786 -2.857
67 H -5.287 0.954 -1.680
68 H 5.062 -0.363 0.227
69 H -5.699 -0.657 -2.236
70 H 3.507 -3.555 1.804
71 H 6.912 1.361 0.507
72 H -3.289 0.355 -0.792
73 H -5.028 -0.494 3.170
74 H -1.833 -2.760 -0.350
75 H 0.424 -0.733 -2.001
76 H -3.091 -1.674 2.737
77 H 1.681 -3.894 0.392
78 H 5.901 -2.897 1.601
79 H -5.825 -0.241 -0.518
80 H 3.646 2.693 -0.909
81 H -2.608 -2.701 1.171

HOMO-LUMO gap: 0.2515 hartree
spin multiplicity: 1
HOMO energy: -11.252 eV
total charge: +1

No. 3
C27H45CrN7O3S | ωB97M-V/def2-TZVPD

CARTESIAN COORDINATES (ANGSTROEM)
1 Cr -0.383 2.092 0.007
2 S -0.207 -0.573 0.281
3 O -0.017 1.847 1.949
4 O 0.054 1.805 -1.913
5 O 1.708 1.795 0.047
6 N 0.293 -2.424 -1.535
7 N -2.391 2.275 -0.076
8 N -2.456 4.648 -0.023
9 N 1.243 0.743 3.460
10 N 1.399 0.762 -3.382
11 N -0.138 4.141 0.078
12 N -1.644 -2.746 -0.365
13 C -5.192 2.279 -0.110
14 C 0.155 0.730 4.441
15 C -2.668 -2.544 0.663
16 C 2.953 -3.538 -0.329
17 C -0.487 -4.260 2.198
18 C 1.122 4.639 0.171
19 C 1.428 5.970 0.168
20 C 2.220 1.266 1.280
21 C -3.084 3.428 -0.047
22 C -3.116 1.126 -0.149
23 C 2.294 1.340 -1.175
24 C -4.480 1.079 -0.167
25 C -4.485 3.453 -0.054
26 C -2.918 -3.823 1.464
27 C 2.610 -4.610 -1.365
28 C -0.584 -2.008 -0.629
29 C 1.072 1.286 2.286
30 C -0.897 6.415 -0.017
31 C 0.310 0.628 -4.353
32 C 0.385 6.893 0.055
33 C 1.756 -4.135 -2.544
34 C -1.939 -4.041 2.620
35 C 2.706 0.280 -3.823
36 C -1.139 5.034 0.010
37 C 0.327 -3.743 -2.178
38 C 1.175 1.307 -2.215
39 C 2.507 0.178 3.927
40 H 0.016 -0.288 4.800
41 H 2.875 0.613 -4.845
42 H 0.317 1.457 -5.062
43 H -0.305 -3.728 -3.070
44 H 2.728 -0.812 -3.819
45 H 2.564 0.242 1.136
46 H 3.090 2.027 -1.469
47 H -1.734 7.097 -0.096
48 H 3.652 -3.944 0.401
49 H 2.456 6.289 0.253
50 H -3.589 -2.231 0.164
51 H 0.413 1.363 5.290
52 H 2.100 -5.441 -0.871
53 H -0.647 0.612 -3.842
54 H -4.999 4.405 -0.020
55 H 0.124 -4.506 3.067
56 H 1.115 -1.859 -1.656
57 H -1.758 -3.603 -0.891
58 H -1.997 -3.185 3.300
59 H -2.896 -4.689 0.794
60 H -2.542 0.215 -0.192
61 H 3.439 -2.678 -0.805
62 H 2.717 0.342 -1.049
63 H -6.274 2.285 -0.117
64 H -4.987 0.126 -0.223
65 H -0.404 -5.094 1.496
66 H 1.690 -4.945 -3.271
67 H 3.165 -0.091 3.105
68 H 3.048 1.889 1.628
69 H -0.072 -4.491 -1.488
70 H 0.453 -0.298 -4.906
71 H -2.337 -1.747 1.325
72 H 2.296 -0.718 4.506
73 H 3.540 -5.010 -1.770
74 H -0.762 1.091 3.990
75 H -0.056 -3.367 1.736
76 H 3.024 0.886 4.576
77 H 3.516 0.663 -3.208
78 H -3.931 -3.769 1.867
79 H 1.923 3.923 0.255
80 H 0.583 7.956 0.027
81 H -3.096 5.425 -0.047
82 H 2.248 -3.297 -3.053
83 H -2.274 -4.914 3.180
84 H 2.074 -3.194 0.220

HOMO-LUMO gap (spin up / spin down): 0.2668 / 0.2928 hartree
⟨S²⟩: 3.78
spin multiplicity: 4
HOMO energy (spin up / spin down): -16.417 / -16.446 eV
total charge: +3

No. 4
C27H45F9N4O9P | ωB97M-V/def2-TZVPD

CARTESIAN COORDINATES (ANGSTROEM)
1 P -2.200 -2.080 -1.153
2 F -9.283 1.041 -4.202
3 F -0.883 0.624 4.328
4 F -2.619 0.606 5.606
5 F 1.158 2.440 -3.837
6 F -8.363 1.356 -6.127
7 F 0.739 3.375 -1.761
8 F -7.261 1.797 -4.327
9 F -2.489 2.031 3.996
10 F -0.084 4.242 -3.619
11 O -3.185 -0.847 -0.586
12 O -2.189 -2.161 -2.664
13 O -2.148 2.999 -2.253
14 O -7.115 -0.804 -3.633
15 O 5.101 -1.282 -2.847
16 O -0.943 3.583 5.686
17 O -3.009 -3.462 -0.653
18 O -7.636 -1.279 -5.771
19 O -0.619 1.777 6.987
20 N -0.448 0.385 -1.198
21 N -0.564 -1.991 -0.592
22 N 1.478 -0.921 -1.281
23 N 4.504 -0.672 -0.700
24 C 0.180 -0.887 -1.054
25 C -8.126 0.923 -4.882
26 C 0.214 3.024 -2.991
27 C -0.868 1.043 0.037
28 C -7.599 -0.512 -4.852
29 C 0.090 2.590 7.941
30 C 6.624 0.363 -2.010
31 C 2.465 -4.217 -0.051
32 C -1.046 0.724 -2.481
33 C 2.198 3.521 3.230
34 C 3.611 -3.785 0.984
35 C -0.876 3.376 8.805
36 C 3.527 0.444 -0.672
37 C 0.067 -3.321 -0.767
38 C 2.323 0.206 -1.709
39 C -1.769 1.424 4.963
40 C 5.306 -0.530 0.572
41 C -1.137 2.225 -2.935
42 C 1.177 3.348 2.612
43 C -0.065 2.858 1.791
44 C -6.620 -2.142 -3.457
45 C -5.232 -2.286 -4.049
46 C 5.371 -0.590 -1.879
47 C 6.464 -1.614 0.682
48 C 0.367 1.595 0.915
49 C 1.052 -3.670 0.454
50 C -1.079 2.413 5.902
51 H 4.580 -0.639 1.430
52 H -0.338 3.933 9.574
53 H 6.370 -2.081 1.708
54 H 0.615 0.793 1.684
55 H 1.292 1.778 0.308
56 H 1.831 1.194 -1.835
57 H -4.828 -3.279 -3.849
58 H 2.834 -0.086 -2.678
59 H -1.453 4.085 8.208
60 H -5.245 -2.133 -5.129
61 H 0.664 1.904 8.565
62 H 2.504 -5.337 -0.145
63 H -1.351 0.263 0.712
64 H 2.730 -3.795 -1.066
65 H -3.136 -3.454 0.319
66 H 7.452 -0.075 -1.388
67 H -3.845 -0.701 -1.300
68 H -1.605 1.882 -0.033
69 H -1.698 3.572 -1.594
70 H -0.611 -4.197 -0.907
71 H 3.093 0.539 0.363
72 H 7.488 -1.196 0.486
73 H -1.510 2.198 -4.009
74 H 4.307 -4.646 1.227
75 H 6.896 0.428 -3.098
76 H -4.552 -1.539 -3.632
77 H 0.738 -3.289 -1.687
78 H -0.843 2.552 2.582
79 H 5.720 0.524 0.594
80 H 4.248 -3.020 0.450
81 H 2.019 -1.794 -1.156
82 H 3.984 1.453 -0.944
83 H 1.257 -2.738 1.049
84 H -7.317 -2.869 -3.877
85 H -0.483 3.694 1.164
86 H 0.606 -4.497 1.080
87 H -2.105 0.314 -2.557
88 H 6.264 -2.427 -0.076
89 H 3.220 3.508 3.673
90 H -1.593 2.707 9.285
91 H -0.487 0.172 -3.306
92 H 6.305 1.389 -1.648
93 H 3.195 -3.294 1.905
94 H -6.580 -2.318 -2.380
95 H 0.803 3.242 7.434

HOMO-LUMO gap: 0.3280 hartree
spin multiplicity: 1
HOMO energy: -12.346 eV
total charge: +1